[1]
69
Properties=species:S:1:pos:R:3:forces:R:3 method="wB97M-V/def2-TZVPD" e_tot_ev=-75206.8425 e_lumo_ha=0.0748 charge=-1 homo_lumo_gap_ev=7.0
C -3.054 6.048 -2.550 0.2 -0.1 0.0
C -1.927 5.155 -3.037 -0.5 0.2 -0.1
O -2.486 3.941 -3.513 0.2 -0.1 0.2
C -1.685 2.779 -3.332 -0.1 0.2 0.1
C -2.344 1.871 -2.299 0.1 -0.3 -0.4
O -2.091 0.512 -2.616 0.0 0.1 0.1
C -1.744 -0.297 -1.499 -0.1 -0.3 -0.2
C -2.833 -0.395 -0.429 0.2 0.0 0.3
O -2.287 -0.632 0.857 -0.1 0.0 0.0
C -1.587 0.470 1.405 -0.3 -0.4 0.2
C -1.979 0.783 2.864 0.6 0.9 -0.2
C -3.456 0.507 3.135 -0.5 -0.3 -0.2
P -4.601 1.819 2.723 0.3 0.4 1.3
O -4.661 2.908 3.710 0.0 0.2 -0.2
O -6.010 1.089 2.527 0.1 -0.1 -0.6
O -4.268 2.368 1.250 0.1 -0.2 -0.4
C -1.456 2.242 3.095 0.5 0.0 -0.3
O -0.806 2.257 4.335 0.1 -0.1 -0.1
B -0.349 0.911 4.543 -0.6 0.1 0.9
I -0.740 0.460 6.808 0.1 -0.1 0.1
N 1.185 0.672 4.325 -0.3 0.6 -0.7
C 1.773 1.143 3.409 0.1 -0.5 0.1
S 2.559 1.698 2.132 0.1 0.1 0.0
O -1.184 0.058 3.766 0.1 -0.8 -0.3
H -2.692 7.068 -2.436 -0.1 0.1 0.0
H -3.427 5.703 -1.589 -0.1 0.0 0.0
H -3.866 6.028 -3.274 -0.1 0.1 0.0
H -1.412 5.652 -3.864 0.3 0.0 0.0
H -1.234 4.979 -2.212 0.2 -0.1 -0.1
H -1.585 2.271 -4.290 -0.1 -0.2 0.0
H -0.691 3.064 -2.983 0.2 0.0 -0.2
H -3.417 2.064 -2.334 -0.1 0.1 0.2
H -1.949 2.106 -1.309 -0.1 0.1 0.1
H -1.576 -1.293 -1.902 0.1 0.0 -0.1
H -0.789 0.003 -1.065 0.0 0.3 0.1
H -3.462 0.500 -0.401 0.0 0.1 -0.1
H -3.476 -1.250 -0.629 -0.1 0.0 -0.1
H -1.773 1.368 0.809 0.0 0.0 -0.1
H -0.517 0.260 1.415 0.1 0.1 -0.1
H -3.767 -0.380 2.580 0.1 -0.1 0.0
H -3.599 0.290 4.192 0.0 0.2 0.1
H -6.658 1.772 2.303 -0.1 -0.2 0.1
H -3.604 3.067 1.312 -0.1 0.0 0.0
H -0.699 2.426 2.317 -0.1 0.1 -0.1
H -2.180 3.054 3.024 -0.3 -0.1 0.3
O 0.504 -1.983 -0.291 0.0 0.0 0.0
C 1.021 -2.990 -0.666 0.0 0.1 -0.1
O 2.237 -3.392 -0.221 0.1 0.0 0.0
C 2.670 -4.574 -0.916 -0.4 -0.2 -0.1
C 1.389 -5.208 -1.451 -0.1 0.1 -0.1
C 0.506 -3.984 -1.694 0.1 -0.3 0.2
H 3.346 -4.266 -1.718 0.0 0.0 0.0
H 3.209 -5.210 -0.229 0.0 0.1 0.1
H 1.553 -5.825 -2.333 0.1 0.0 0.0
H 0.942 -5.836 -0.679 0.0 0.0 0.0
H 0.659 -3.557 -2.687 -0.1 0.0 0.0
H -0.553 -4.175 -1.539 0.0 0.2 -0.1
O 5.422 -5.248 -0.257 0.4 -0.2 -0.1
C 6.109 -4.284 -0.425 -0.1 0.1 0.4
O 7.313 -4.344 -1.044 0.0 0.0 -0.1
C 7.951 -3.054 -1.008 0.0 0.1 0.0
C 6.820 -2.051 -0.811 -0.1 0.0 0.1
C 5.824 -2.861 0.016 0.2 0.1 -0.4
H 8.660 -3.047 -0.177 0.0 0.0 0.0
H 8.497 -2.913 -1.937 0.0 -0.1 0.0
H 7.146 -1.126 -0.340 0.0 0.0 0.0
H 6.377 -1.799 -1.776 0.0 0.0 0.0
H 6.019 -2.789 1.087 -0.1 0.0 0.0
H 4.786 -2.600 -0.177 -0.1 -0.1 0.2



[2]
12
Properties=species:S:1:pos:R:3:forces:R:3 method="wB97M-V/def2-TZVPD" e_above_lowest_kcal_mol=42.60 e_tot_ev=-21862.4602 e_lumo_ha=0.0242 charge=0 homo_lumo_gap_ev=9.9 smiles="[H]/N=C(/NN)[C@H](F)Cl"
H -0.800 2.120 0.614 0.4 -1.3 -0.7
N -0.011 1.553 0.235 1.2 -1.9 -0.1
C -0.118 0.266 0.070 0.7 1.5 -0.5
N 0.963 -0.718 -0.286 -5.2 2.9 1.7
N 2.167 -0.165 -0.575 2.1 1.2 1.4
C -1.452 -0.383 0.277 0.6 -1.0 1.7
F -1.153 -1.733 0.183 -1.8 -0.6 -0.3
Cl -2.916 0.147 -0.510 0.0 -0.1 -1.4
H 0.479 -1.585 -0.584 1.9 0.7 -0.4
H 2.697 -0.024 0.462 -1.7 0.3 -4.1
H 1.960 0.731 -1.160 1.1 -1.7 2.0
H -1.816 -0.209 1.276 0.7 -0.2 0.7



[3]
222
Properties=species:S:1:pos:R:3:forces:R:3 method="wB97M-V/def2-TZVPD" e_above_lowest_kcal_mol=0.00 e_tot_ev=-124291.1631 e_lumo_ha=-0.1678 charge=0 homo_lumo_gap_ev=1.9
C 5.358 6.659 1.673 -0.5 -1.4 -0.7
C 4.943 5.252 0.958 0.3 1.6 0.9
C 3.494 4.967 1.392 -1.0 0.2 0.2
C 2.631 4.016 0.580 0.5 0.8 -0.7
C 2.595 4.580 -0.853 0.5 -1.1 0.3
C 3.989 4.697 -1.545 -1.4 1.5 -0.2
N 4.893 5.525 -0.544 7.3 2.7 -2.5
O 5.947 6.280 -1.027 -7.2 -4.7 2.7
C 3.778 5.522 -2.834 1.2 -0.3 -0.7
C 4.644 3.327 -1.679 0.5 -0.4 -0.1
C 6.059 4.214 1.357 0.2 1.1 -0.6
H 5.280 6.500 2.748 -0.3 -0.1 -0.1
H 4.618 7.391 1.349 0.2 0.2 0.2
H 6.375 7.002 1.483 -0.2 -0.2 -0.4
H 2.948 5.901 1.261 0.2 0.4 0.2
H 3.360 4.746 2.451 0.8 -0.1 0.1
H 1.597 4.119 0.908 0.1 -0.2 0.5
H 2.956 2.981 0.690 -0.1 -0.1 -0.3
H 2.101 5.550 -0.902 0.0 0.1 0.3
H 1.961 3.897 -1.419 0.3 0.1 -0.6
H 2.962 5.155 -3.457 -0.4 -0.3 0.6
H 4.613 5.431 -3.529 0.4 -0.1 0.3
H 3.655 6.597 -2.700 -0.2 -0.1 0.5
H 4.770 2.881 -0.693 -0.2 -0.2 -0.2
H 5.583 3.243 -2.226 0.3 0.8 0.2
H 4.009 2.694 -2.299 -0.7 0.1 0.2
H 5.999 4.106 2.439 -0.6 -0.5 -0.1
H 7.031 4.697 1.261 0.0 0.2 -0.5
H 6.109 3.298 0.769 -0.4 0.0 0.5
C 8.395 -0.667 3.163 0.6 0.3 -0.6
C 7.104 0.095 2.785 -0.8 1.2 1.6
C 6.953 0.627 1.405 -0.6 1.7 -1.1
C 6.676 -0.291 0.290 -0.2 -1.8 -0.6
C 5.461 -1.222 0.628 0.6 1.5 -0.2
C 5.559 -1.969 2.026 -2.2 -0.7 -2.6
N 5.951 -0.892 3.008 -2.3 -1.4 7.5
O 5.445 -0.933 4.251 2.8 0.1 -7.9
C 6.588 -3.149 1.916 1.3 2.0 0.5
C 4.149 -2.582 2.326 0.1 0.7 1.2
C 6.899 1.353 3.714 0.8 -0.9 1.2
H 8.763 -1.312 2.365 -0.3 -0.1 0.0
H 8.420 -1.221 4.102 -0.6 0.1 0.0
H 9.161 0.101 3.273 0.0 0.1 0.0
H 7.728 1.337 1.116 0.7 -0.3 0.5
H 6.100 1.305 1.431 -0.4 -0.1 0.4
H 7.606 -0.779 0.000 -0.3 -0.7 -0.2
H 6.395 0.298 -0.583 0.0 -0.1 -0.1
H 5.178 -1.803 -0.250 0.6 -1.0 0.4
H 4.608 -0.544 0.639 -0.2 0.2 0.7
H 7.460 -2.684 1.455 0.3 -0.3 -0.1
H 6.320 -3.957 1.235 -0.7 0.2 0.3
H 6.898 -3.436 2.921 -0.2 -0.5 -0.1
H 3.790 -3.360 1.652 0.9 -0.1 -0.5
H 3.359 -1.831 2.318 0.3 0.5 0.1
H 4.139 -3.017 3.326 0.1 -0.1 0.1
H 6.146 2.092 3.438 -0.3 -0.7 -0.2
H 7.834 1.897 3.845 0.3 -0.1 -0.7
H 6.749 1.032 4.745 -0.5 -0.1 0.0
C -7.735 5.805 1.251 0.5 -0.3 0.0
C -7.712 5.435 2.745 -1.7 -1.9 1.8
C -8.603 4.163 3.129 -0.2 -0.8 -1.4
C -8.031 2.795 2.711 1.4 0.0 0.8
C -6.614 2.519 3.410 -3.5 -0.8 -0.7
C -5.599 3.536 3.109 0.4 -1.0 -1.6
N -6.269 4.983 3.226 5.8 5.4 -3.1
O -5.328 5.960 3.095 -5.1 -5.2 1.5
C -5.068 3.319 1.653 0.3 2.4 -0.8
C -4.454 3.354 4.042 0.8 1.5 0.8
C -8.254 6.569 3.638 1.3 0.7 0.4
H -7.559 4.930 0.626 0.0 0.0 0.0
H -7.028 6.587 0.974 0.4 -0.2 0.4
H -8.698 6.239 0.979 -0.3 -0.3 0.4
H -9.522 4.206 2.545 -0.2 0.6 0.0
H -8.951 4.124 4.161 0.5 0.5 0.2
H -8.081 2.720 1.625 1.0 0.0 -0.2
H -8.625 1.920 2.977 -0.5 0.4 0.5
H -6.363 1.499 3.121 0.7 0.2 -0.4
H -6.783 2.413 4.482 -0.2 0.4 0.3
H -5.817 3.252 0.864 -0.2 -0.6 0.3
H -4.240 2.629 1.491 -0.6 -1.0 0.8
H -4.489 4.197 1.366 -0.1 0.7 0.2
H -3.661 4.065 3.810 0.0 0.2 0.2
H -3.992 2.370 3.967 -0.5 -0.1 -0.2
H -4.831 3.521 5.051 0.4 -0.1 0.2
H -8.416 6.277 4.675 0.4 -0.3 0.0
H -9.201 7.039 3.372 0.0 -0.6 -0.8
H -7.521 7.375 3.614 0.0 0.2 0.2
C -4.978 -2.352 2.503 -0.8 -0.1 -0.5
C -3.501 -2.111 2.587 0.2 -0.2 0.8
C -3.337 -0.660 2.865 1.3 2.4 0.1
C -1.903 -0.152 3.076 0.7 -1.9 0.5
C -1.303 -0.925 4.297 -2.4 1.1 0.3
C -1.488 -2.478 4.326 1.1 0.8 0.5
N -2.833 -2.868 3.769 -2.8 -6.2 2.2
O -3.455 -3.996 4.286 4.0 7.5 -3.4
C -1.406 -2.993 5.809 0.2 -0.2 -0.7
C -0.325 -3.085 3.430 -1.2 -1.4 0.4
C -2.792 -2.499 1.275 -0.2 -0.7 0.6
H -5.264 -1.610 1.758 -0.3 -0.1 -0.4
H -5.559 -2.041 3.372 0.3 -0.4 0.4
H -5.297 -3.325 2.133 0.2 0.0 0.2
H -3.917 -0.264 3.699 -0.3 -0.5 0.3
H -3.740 -0.129 2.002 -0.2 -0.2 -0.3
H -1.960 0.908 3.322 0.4 0.0 -0.2
H -1.256 -0.385 2.230 -0.2 0.6 -0.3
H -2.011 -0.549 5.036 0.2 -0.1 0.9
H -0.322 -0.589 4.633 0.2 -0.4 -0.5
H -0.564 -2.590 6.372 0.1 0.6 -0.5
H -1.205 -4.063 5.862 -0.5 -0.1 -0.2
H -2.312 -2.720 6.350 0.0 -0.2 -0.1
H 0.649 -2.902 3.882 -0.3 0.4 0.2
H -0.310 -2.835 2.369 -0.3 0.2 0.3
H -0.520 -4.155 3.497 0.4 -0.2 -0.4
H -1.840 -2.007 1.075 0.0 -0.1 0.3
H -3.484 -2.213 0.482 -0.1 -0.2 0.0
H -2.673 -3.578 1.373 0.3 -0.1 -0.9
C -0.166 -9.499 -5.044 0.4 -0.3 0.8
C -0.349 -8.124 -4.316 -0.1 -1.2 -1.8
N 0.951 -7.528 -4.019 3.2 0.0 0.7
C 1.166 -6.247 -3.480 0.3 -0.9 -0.7
C 2.517 -6.035 -3.347 -1.8 -1.0 0.0
N 3.154 -7.211 -3.740 -1.8 0.2 -0.1
C 2.207 -8.105 -4.176 -0.6 2.4 1.1
C 4.598 -7.488 -3.754 -0.5 0.3 -0.7
H 0.536 -9.419 -5.874 -0.1 0.2 -0.1
H -1.045 -10.014 -5.431 -0.5 0.9 0.0
H 0.206 -10.288 -4.391 0.5 0.2 0.4
H -0.970 -8.192 -3.423 0.2 0.2 -0.1
H -0.793 -7.485 -5.079 -0.4 0.3 0.5
H 0.332 -5.587 -3.294 -0.1 0.0 0.0
H 2.884 -5.105 -2.937 1.0 -0.5 -0.1
H 2.488 -9.060 -4.596 -0.4 0.1 0.1
H 5.148 -6.548 -3.810 -0.1 0.1 0.3
H 4.705 -8.016 -4.701 0.7 -0.3 0.3
H 4.896 -8.047 -2.867 0.0 0.0 -0.2
C -1.492 1.844 -0.732 0.6 0.5 0.3
C 0.024 1.600 -0.463 -0.8 1.2 -1.1
N 0.345 0.198 -0.365 0.0 -2.3 -0.1
C 0.819 -0.474 0.716 1.4 -2.1 0.2
C 1.070 -1.814 0.326 -0.6 1.9 1.4
N 0.594 -1.955 -0.929 -0.5 3.2 -0.6
C 0.197 -0.731 -1.350 0.5 0.7 0.2
C 0.478 -3.106 -1.798 1.2 -0.2 0.5
H -1.766 1.470 -1.718 0.0 -0.2 0.1
H -1.699 2.914 -0.747 0.3 0.2 -0.2
H -2.195 1.486 0.020 0.3 -0.5 0.1
H 0.469 2.205 0.326 -0.4 -0.7 0.7
H 0.575 1.990 -1.318 -0.1 -0.2 -0.5
H 1.074 -0.030 1.667 0.0 0.3 0.0
H 1.559 -2.603 0.878 -0.4 -0.1 -0.1
H 0.048 -0.424 -2.375 -0.4 -0.3 -0.2
H -0.486 -3.559 -1.567 0.2 -0.3 -0.7
H 1.320 -3.719 -1.474 -0.4 -0.8 -0.1
H 0.712 -2.730 -2.794 -0.8 -0.4 -0.2
C -6.327 0.807 -7.573 0.5 0.7 -0.8
C -6.780 0.819 -6.102 0.6 0.4 -1.4
N -5.828 0.140 -5.194 1.1 -1.2 -0.3
C -6.199 -0.758 -4.238 -0.5 0.2 0.7
C -5.072 -1.151 -3.581 -1.6 -1.9 0.8
N -4.003 -0.684 -4.223 -3.2 2.1 -1.3
C -4.456 0.148 -5.181 -0.9 0.4 -0.6
C -2.685 -0.776 -3.816 3.0 0.0 0.0
H -6.896 1.554 -8.127 0.0 0.3 0.2
H -6.459 -0.069 -8.207 -0.5 -0.7 0.9
H -5.277 1.016 -7.777 0.1 0.5 0.5
H -7.797 0.435 -6.193 0.3 -1.0 1.1
H -6.952 1.820 -5.708 0.5 0.2 -0.2
H -7.243 -1.008 -4.120 0.2 0.1 0.3
H -4.961 -1.800 -2.724 -0.1 0.1 -0.1
H -3.844 0.740 -5.845 0.1 -0.1 0.2
H -2.552 -0.964 -2.750 -0.5 0.3 0.0
H -2.281 0.190 -4.117 1.0 -0.3 0.3
H -2.195 -1.610 -4.319 0.4 0.0 -0.3
C -5.028 1.870 -1.789 -1.3 -0.4 -0.2
C -6.037 1.074 -0.934 -0.1 -0.6 2.0
O -7.122 1.578 -0.588 -0.4 1.2 -0.9
O -5.660 -0.020 -0.427 1.2 -0.6 -0.7
H -5.420 1.955 -2.803 0.0 -0.2 -0.3
H -4.073 1.345 -1.794 0.1 0.5 0.1
H -5.094 2.900 -1.438 0.8 0.0 0.2
C 4.867 -2.520 -3.073 -0.8 -0.2 -1.7
C 6.055 -3.326 -2.617 0.2 0.8 1.3
O 5.841 -4.522 -2.467 -1.0 -2.8 -0.2
O 7.126 -2.775 -2.358 1.3 1.6 0.1
H 4.926 -1.450 -3.274 0.3 0.0 0.6
H 3.916 -2.825 -2.635 0.1 0.2 0.7
H 4.739 -2.960 -4.062 -0.2 0.2 -0.5
C -2.883 -4.667 -6.005 -0.4 -0.8 -0.1
C -2.054 -4.482 -4.757 0.5 0.6 1.2
O -2.255 -5.157 -3.710 -0.1 -0.1 -0.7
O -1.138 -3.634 -4.916 0.1 0.2 0.3
H -3.137 -3.718 -6.479 0.3 -0.1 -0.1
H -3.783 -5.270 -5.886 0.0 0.0 0.2
H -2.181 -5.248 -6.603 -0.2 0.2 -0.7
C 1.716 -5.559 2.361 0.6 0.3 1.0
C 1.260 -5.299 0.940 0.0 -1.3 -1.2
O 0.073 -5.001 0.690 -0.8 0.9 1.0
O 2.110 -5.520 0.058 1.0 0.5 -0.3
H 2.609 -6.177 2.457 -0.3 -0.7 -0.6
H 0.924 -5.932 3.011 0.0 0.1 0.0
H 2.167 -4.662 2.783 -0.6 0.6 0.2
C 3.295 2.553 4.472 0.5 1.3 -0.1
C 2.670 1.400 3.694 0.5 0.3 -0.1
O 1.552 1.013 4.037 -1.1 -0.3 0.3
O 3.370 0.917 2.777 0.8 -0.4 -1.0
H 3.571 2.254 5.483 -0.2 0.1 0.1
H 2.720 3.479 4.466 -1.1 -0.4 0.7
H 4.161 3.025 4.007 0.7 -0.9 -0.3
C -0.607 5.499 1.511 -0.3 -0.2 0.4
C -1.753 6.364 2.112 -1.4 -0.8 -0.7
O -1.542 6.932 3.165 0.9 0.8 1.3
O -2.895 6.328 1.539 0.4 -0.6 -0.6
H -0.111 5.030 2.361 0.2 0.1 0.1
H 0.133 6.094 0.977 -0.1 0.1 -0.2
H -1.006 4.679 0.913 0.0 0.2 -0.4
C 2.419 -0.397 -4.308 -0.1 0.3 0.2
C 1.466 0.788 -4.589 -3.4 -1.9 -1.4
O 1.680 1.896 -4.103 1.4 1.5 1.3
O 0.391 0.530 -5.266 1.8 -0.1 1.0
H 3.028 -0.146 -3.440 0.5 0.1 -0.3
H 2.979 -0.648 -5.208 0.4 0.3 0.1
H 1.963 -1.354 -4.049 -0.7 0.2 -0.1